13
Properties=species:S:1:pos:R:3:forces:R:3:nbo_charge:R:1 method="wB97M-V/def2-TZVPD" e_homo_ha=-0.3098 homo_lumo_gap_ev=8.257
H 1.888072 0.751351 -0.711819 -0.108 -0.173 0.111 0.22
H -0.372859 1.433276 1.019324 0.102 -0.051 -0.077 0.35
H -1.901222 -1.305115 -0.442516 0.180 0.019 0.096 0.23
H 1.769782 -0.461424 1.635062 -0.186 0.068 -0.049 0.22
H 0.210599 -0.916024 -1.663575 -0.087 0.203 -0.051 0.22
C -0.198584 -0.057902 -1.117592 0.015 0.035 -0.035 -0.43
H -1.754168 0.215685 0.410064 0.037 -0.149 -0.040 0.22
H -0.623031 0.630784 -1.854254 0.013 0.047 0.204 0.22
N 0.619720 1.233136 0.919802 -0.171 0.151 -0.145 -0.54
C 0.926969 0.508433 -0.264127 0.060 0.014 -0.287 -0.01
C 0.867326 -0.227229 1.079350 0.066 -0.538 0.345 -0.28
C -0.231178 -1.181011 0.983864 0.067 0.510 -0.059 0.15
C -1.166619 -0.596630 -0.052598 0.012 -0.137 -0.013 -0.57

13
Properties=species:S:1:pos:R:3:forces:R:3:nbo_charge:R:1 method="wB97M-V/def2-TZVPD" e_homo_ha=-0.2966 homo_lumo_gap_ev=8.819
H -2.361165 0.108602 0.903652 0.091 0.049 -0.121 0.23
C 0.074249 -1.244046 0.545550 -0.146 -0.093 0.004 -0.32
H -2.301851 0.060217 -0.856711 0.233 0.071 0.155 0.23
H -1.854054 1.541891 -0.010265 0.071 -0.140 0.048 0.22
H -0.547483 -2.004165 1.007244 0.036 0.087 -0.100 0.21
C 1.529590 -1.442739 0.344119 -0.184 0.224 -0.659 0.03
C -0.372164 -0.048374 0.102414 0.213 -0.127 0.288 0.04
H 0.762012 1.416151 -1.173031 0.137 -0.492 0.133 0.22
N 1.844285 -0.367925 -0.373087 0.219 -0.624 -0.396 -0.54
C -1.790040 0.450577 0.035062 0.046 0.050 0.098 -0.65
C 0.838197 0.703172 -0.339166 0.346 -0.062 0.299 -0.31
H 2.788252 -0.104737 -0.620894 0.014 -0.300 0.204 0.39
H 1.351656 1.137695 0.528584 -1.078 1.358 0.046 0.25

13
Properties=species:S:1:pos:R:3:forces:R:3:nbo_charge:R:1 method="wB97M-V/def2-TZVPD" e_homo_ha=-0.3539 homo_lumo_gap_ev=10.534
H -3.630079 -0.620542 0.240454 0.121 0.037 -0.060 0.24
H 0.344134 -0.514874 1.768442 -0.158 -0.152 -0.134 0.24
C -1.376852 -0.745053 0.462371 0.148 -0.791 1.651 0.00
C 0.717432 1.358369 -0.235790 -0.318 -0.090 0.366 -0.70
C -2.572874 -0.681102 0.362169 0.243 0.117 -0.218 -0.25
N 1.313332 -0.767617 -1.294436 -0.640 0.591 2.225 -0.63
C 0.692059 -0.148688 -0.324862 3.201 -0.793 -1.939 0.34
H 0.207113 1.776318 -1.107003 0.071 0.051 0.155 0.24
H 1.754819 1.703243 -0.226155 -0.115 -0.004 -0.032 0.23
H 0.340688 -2.004608 0.704846 0.031 0.274 0.116 0.26
C 0.082578 -0.946222 0.797970 -1.853 0.580 -1.720 -0.52
H 1.905600 -0.116614 -1.821589 -0.751 0.061 -0.263 0.33
H 0.222048 1.707388 0.673584 0.019 0.117 -0.148 0.22

13
Properties=species:S:1:pos:R:3:forces:R:3:nbo_charge:R:1 method="wB97M-V/def2-TZVPD" e_homo_ha=-0.3198 smiles="C1=C[C@H]2N[C@H]2C1" homo_lumo_gap_ev=9.933
C -0.548867 -1.156089 -0.592423 0.423 -0.070 0.104 -0.22
C 0.498087 -0.550840 -1.160960 -0.054 -0.084 -0.013 -0.17
H 0.851832 -0.458575 2.035580 0.581 -1.025 -0.710 0.39
C 0.686266 0.856207 -0.630430 0.126 -0.073 0.136 -0.46
H -0.534994 1.794424 1.048025 -0.213 0.297 -0.507 0.19
H -1.991297 -0.456995 1.007987 0.081 -0.014 -0.162 0.20
H -1.010740 -2.083098 -0.924365 0.305 0.026 0.252 0.22
C -0.159547 0.868198 0.634434 -0.092 0.515 0.015 -0.06
H 1.179038 -1.017156 -1.867337 -0.331 0.231 -0.245 0.21
N 0.016865 -0.109678 1.627294 -0.839 0.607 0.870 -0.64
H 1.720635 1.156259 -0.441713 0.010 -0.122 -0.070 0.22
C -0.973491 -0.405734 0.629409 -0.172 -0.164 0.100 -0.09
H 0.266213 1.563076 -1.365502 0.176 -0.124 0.231 0.22

13
Properties=species:S:1:pos:R:3:forces:R:3:nbo_charge:R:1 method="wB97M-V/def2-TZVPD" e_homo_ha="-0.3142 / -0.3150" homo_lumo_gap_ev="7.496 / 7.513"
C 0.973300 2.104257 0.803983 -0.003 -0.417 -0.335 -0.11
H -1.488404 -0.798872 -0.916664 0.189 -0.065 0.060 0.21
H 2.066175 -0.406386 -0.656395 -0.117 -0.137 0.002 0.21
H -1.803277 -1.009180 0.827236 0.066 0.138 -0.125 0.23
C -1.193451 1.029239 0.266103 -0.041 -0.081 -0.069 -0.03
H 0.639364 -0.392759 -1.720633 0.115 -0.056 0.223 0.17
H 1.133470 -1.900662 -0.896260 -0.025 0.178 0.078 0.20
H -1.910590 1.829783 0.105993 0.128 -0.158 0.432 0.23
N 0.254210 -0.462782 0.381584 -0.017 -0.090 -0.183 -0.43
C 1.058519 -0.813815 -0.784685 0.194 -0.042 -0.098 -0.42
H 2.046232 1.841400 0.695709 -0.206 -0.146 0.082 0.11
C 0.136240 0.983407 0.555796 0.008 0.988 0.042 -0.09
C -1.210189 -0.458392 0.085808 -0.289 -0.112 -0.111 -0.29

13
Properties=species:S:1:pos:R:3:forces:R:3:nbo_charge:R:1 method="wB97M-V/def2-TZVPD" e_homo_ha=-0.3150 homo_lumo_gap_ev=7.394
H 1.110101 1.439557 -0.176015 -0.201 -0.110 -0.124 0.16
H -1.371729 -0.110379 1.851866 0.206 -0.037 -0.081 0.23
C 0.345687 -1.127781 0.964889 0.096 -0.066 0.133 0.00
C 0.182309 -1.949901 -1.404449 0.137 0.414 0.239 -0.11
H 0.332560 1.165770 -1.748250 -0.104 0.100 0.066 0.21
H 1.001353 -1.782943 1.518118 -0.331 -0.367 0.064 0.22
H -0.388557 2.312838 -0.599664 0.036 -0.098 -0.010 0.20
N -0.690566 0.271812 -0.158701 -0.106 0.034 -0.131 -0.43
C -0.442107 0.097653 1.304952 0.064 0.109 0.176 -0.29
C -0.006000 -1.025165 -0.344114 0.273 -0.165 -0.118 -0.10
C 0.132076 1.356042 -0.690919 -0.002 0.186 -0.220 -0.42
H 0.084298 0.913192 1.809512 -0.015 -0.031 -0.154 0.21
H -0.289424 -1.560695 -2.327224 -0.053 0.032 0.160 0.11

Number 1: molecular weight 81.12 g mol⁻¹, strongest force on any atom 0.6 eV Å⁻¹, calculated total energy -249.3105 Eh. Number 2: molecular weight 81.12 g mol⁻¹, strongest force on any atom 1.7 eV Å⁻¹, calculated total energy -249.3750 Eh. Number 3: molecular weight 81.12 g mol⁻¹, strongest force on any atom 3.8 eV Å⁻¹, calculated total energy -249.3794 Eh. Number 4: molecular weight 81.12 g mol⁻¹, strongest force on any atom 1.4 eV Å⁻¹, calculated total energy -249.3915 Eh. Number 5: molecular weight 81.12 g mol⁻¹, strongest force on any atom 1.0 eV Å⁻¹, calculated total energy -249.2645 Eh. Number 6: molecular weight 81.12 g mol⁻¹, strongest force on any atom 0.5 eV Å⁻¹, calculated total energy -249.2608 Eh.